No. 1
Formula: C24H20N2O7
Source: OMol25
Level of theory: wB97M-V/def2-TZVPD

- relative energy (zero: lowest compared OMol25 entry of this formula, charge and spin) (kcal per mole) = 0.6
- HOMO level (eV) = -8.689
- LUMO level (eV) = -0.192
- SMILES = COc1ccc([N+](=O)[O-])cc1NC(=O)[C@H](C)OC(=O)C1c2ccccc2Oc2ccccc21

Last column: natural (NBO) charge in e.
Atoms and positions in Å:
1 C -2.447 -3.262 1.200  -0.25
2 H -3.334 -3.371 1.830  0.19
3 H -1.592 -3.715 1.697  0.21
4 O -2.106 -1.904 1.030  -0.52
5 C -3.027 -1.063 0.495  0.38
6 C -4.272 -1.448 0.014  -0.32
7 C -5.149 -0.503 -0.485  -0.16
8 C -4.778 0.833 -0.502  -0.01
9 C -3.534 1.244 -0.033  -0.19
10 C -2.653 0.302 0.462  0.09
11 N -1.383 0.615 0.939  -0.61
12 C -0.923 1.828 1.345  0.68
13 O -1.573 2.843 1.378  -0.59
14 C 0.542 1.778 1.810  0.00
15 C 1.225 3.123 1.599  -0.63
16 H 0.612 3.903 2.040  0.24
17 H 2.208 3.123 2.062  0.22
18 H 1.330 3.317 0.534  0.22
19 H 0.566 1.509 2.876  0.22
20 O 1.204 0.755 1.061  -0.54
21 C 2.294 0.184 1.581  0.82
22 O 2.706 0.369 2.692  -0.58
23 C 2.961 -0.697 0.522  -0.36
24 C 1.927 -1.513 -0.201  -0.10
25 C 1.550 -2.771 0.241  -0.18
26 C 0.541 -3.471 -0.397  -0.24
27 C -0.119 -2.901 -1.473  -0.20
28 C 0.253 -1.654 -1.935  -0.27
29 C 1.289 -0.964 -1.314  0.38
30 O 1.652 0.232 -1.856  -0.47
31 C 2.872 0.745 -1.517  0.28
32 C 3.391 1.742 -2.336  -0.24
33 C 4.631 2.285 -2.060  -0.19
34 C 5.368 1.827 -0.979  -0.23
35 C 4.849 0.840 -0.161  -0.20
36 C 3.601 0.295 -0.418  -0.02
37 H 5.406 0.493 0.697  0.22
38 H 6.339 2.247 -0.767  0.22
39 H 5.025 3.064 -2.694  0.22
40 H 2.805 2.076 -3.178  0.23
41 H -0.235 -1.199 -2.783  0.23
42 H -0.915 -3.435 -1.969  0.22
43 H 0.271 -4.458 -0.053  0.21
44 H 2.055 -3.200 1.094  0.22
45 H 3.707 -1.321 1.020  0.25
46 H -0.762 -0.180 1.020  0.43
47 H -3.272 2.291 -0.046  0.28
48 N -5.694 1.811 -1.025  0.53
49 O -5.315 2.959 -1.104  -0.37
50 O -6.794 1.423 -1.363  -0.39
51 H -6.120 -0.789 -0.859  0.25
52 H -4.571 -2.483 0.029  0.23
53 H -2.612 -3.756 0.239  0.18

=====

No. 2
Formula: C24H20N4O8
Source: OMol25
Level of theory: wB97M-V/def2-TZVPD

- relative energy (zero: lowest compared OMol25 entry of this formula, charge and spin) (kcal per mole) = 198.9
- HOMO level (eV) = -9.846
- LUMO level (eV) = -1.067
- SMILES = O=[N+]([O-])c1ccccc1.O=[N+]([O-])c1ccccc1.O=[N+]([O-])c1ccccc1.O=[N+]([O-])c1ccccc1

Last column: natural (NBO) charge in e.
Atoms and positions in Å:
1 C 3.792 -3.686 1.179  -0.18
2 C 4.509 -4.870 1.310  -0.21
3 C 4.228 -5.964 0.496  -0.18
4 C 3.170 -5.820 -0.399  0.02
5 C 2.406 -4.680 -0.478  -0.19
6 C 2.677 -3.581 0.351  -0.20
7 N 2.862 -6.952 -1.279  0.53
8 O 2.059 -6.752 -2.174  -0.38
9 O 3.418 -8.012 -1.076  -0.37
10 H 4.015 -2.856 1.841  0.23
11 H 5.256 -5.026 2.076  0.22
12 H 4.786 -6.884 0.539  0.25
13 H 1.664 -4.421 -1.220  0.25
14 H 2.125 -2.656 0.294  0.22
15 C -5.676 1.909 -4.770  -0.18
16 C -6.325 2.420 -5.885  -0.21
17 C -7.562 3.023 -5.808  -0.20
18 C -8.229 3.018 -4.592  0.02
19 C -7.614 2.466 -3.450  -0.19
20 C -6.322 1.988 -3.551  -0.21
21 N -9.632 3.415 -4.459  0.54
22 O -10.221 3.532 -5.511  -0.38
23 O -10.092 3.576 -3.367  -0.37
24 H -4.702 1.448 -4.851  0.23
25 H -5.802 2.398 -6.834  0.22
26 H -8.045 3.408 -6.694  0.24
27 H -8.157 2.538 -2.520  0.25
28 H -5.910 1.496 -2.677  0.24
29 C 5.776 3.477 5.806  -0.16
30 C 6.573 2.708 4.970  -0.22
31 C 5.965 1.795 4.128  -0.18
32 C 4.597 1.568 4.218  0.01
33 C 3.832 2.312 5.122  -0.18
34 C 4.387 3.393 5.773  -0.21
35 N 3.906 0.494 3.493  0.54
36 O 4.471 -0.074 2.593  -0.37
37 O 2.748 0.287 3.801  -0.39
38 H 6.205 4.250 6.434  0.22
39 H 7.639 2.878 4.929  0.23
40 H 6.557 1.250 3.402  0.24
41 H 2.754 2.216 5.110  0.25
42 H 3.815 4.075 6.384  0.23
43 C 0.947 0.117 0.280  -0.19
44 C 0.028 0.478 1.289  -0.20
45 C -1.291 0.650 0.921  -0.19
46 C -1.666 0.501 -0.426  0.02
47 C -0.794 0.038 -1.366  -0.18
48 C 0.554 -0.090 -1.013  -0.21
49 N -3.089 0.574 -0.769  0.53
50 O -3.395 0.487 -1.937  -0.39
51 O -3.875 0.909 0.085  -0.37
52 H 2.007 0.021 0.495  0.22
53 H 0.459 0.655 2.263  0.24
54 H -1.975 0.907 1.717  0.25
55 H -1.087 -0.036 -2.404  0.25
56 H 1.274 -0.319 -1.788  0.22

=====

No. 3
Formula: C24H21AuSe
Source: OMol25
Level of theory: wB97M-V/def2-TZVPD

- HOMO level (eV) = 0.274
- charge = -2
- LUMO level (eV) = 4.564

Last column: natural (NBO) charge in e.
Atoms and positions in Å:
1 Au -0.041 0.462 0.590  0.44
2 C 7.419 -1.917 4.656  -0.61
3 C 6.268 -1.560 3.746  -0.07
4 C 6.154 -0.295 3.187  -0.23
5 C 5.142 0.019 2.287  -0.05
6 C 5.037 1.412 1.739  -0.63
7 C 4.213 -0.973 1.899  -0.19
8 Se 2.991 -0.635 0.479  -0.52
9 C 4.250 -2.221 2.552  0.06
10 C 3.195 -3.271 2.336  -0.67
11 C 5.283 -2.489 3.446  -0.25
12 H 8.083 -1.061 4.786  0.20
13 H 7.997 -2.742 4.232  0.20
14 H 7.060 -2.231 5.639  0.20
15 H 6.882 0.470 3.449  0.18
16 H 5.821 2.062 2.141  0.18
17 H 4.059 1.831 1.986  0.23
18 H 5.096 1.397 0.650  0.23
19 H 2.410 -2.903 1.680  0.26
20 H 2.739 -3.547 3.290  0.21
21 H 3.621 -4.175 1.892  0.20
22 H 5.320 -3.469 3.918  0.18
23 C -1.568 -0.534 1.281  -0.57
24 C -2.040 -1.595 1.672  -0.08
25 C -2.582 -2.787 2.223  -0.39
26 C -2.013 -3.229 3.478  0.11
27 C -2.654 -4.129 4.364  -0.30
28 C -2.067 -4.536 5.549  -0.22
29 C -0.823 -4.059 5.941  -0.32
30 C -0.190 -3.130 5.114  -0.20
31 C -0.764 -2.724 3.928  -0.27
32 C -3.536 -3.516 1.447  0.02
33 C -4.243 -2.886 0.386  -0.25
34 C -5.166 -3.563 -0.381  -0.22
35 C -5.447 -4.912 -0.159  -0.34
36 C -4.724 -5.572 0.832  -0.23
37 C -3.795 -4.905 1.605  -0.23
38 H -3.644 -4.492 4.121  0.20
39 H -2.588 -5.247 6.186  0.18
40 H -0.361 -4.391 6.864  0.18
41 H 0.779 -2.732 5.399  0.19
42 H -0.243 -2.017 3.296  0.23
43 H -4.033 -1.842 0.185  0.22
44 H -5.695 -3.038 -1.172  0.18
45 H -6.184 -5.437 -0.755  0.18
46 H -4.892 -6.633 0.997  0.18
47 H -3.209 -5.466 2.321  0.20

=====

No. 4
Formula: C24H21FN3Re
Source: OMol25
Level of theory: wB97M-V/def2-TZVPD

- HOMO level (spin up / spin down) (eV) = -17.052 / -17.108
- spin multiplicity = 2
- charge = +3
- LUMO level (spin up / spin down) (eV) = -12.175 / -11.695
- <S²> = 0.909

Last column: Mulliken spin population.
Atoms and positions in Å:
1 Re -0.045 -0.728 -0.663  1.26
2 C 2.538 -0.863 -2.637  0.03
3 C 2.965 -1.005 -1.216  -0.01
4 C 4.294 -1.259 -0.867  0.00
5 C 4.638 -1.355 0.468  0.00
6 C 3.643 -1.269 1.439  0.00
7 C 2.329 -1.072 1.043  -0.01
8 N 2.013 -0.893 -0.276  -0.04
9 C 1.175 -1.188 1.948  0.04
10 C 1.222 -1.449 3.314  0.00
11 C 0.039 -1.692 3.999  0.03
12 C -1.172 -1.698 3.314  -0.01
13 C -1.182 -1.397 1.954  0.00
14 N -0.020 -1.129 1.316  -0.05
15 C -2.356 -1.421 1.062  0.03
16 C -3.668 -1.585 1.479  0.01
17 C -4.667 -1.701 0.512  0.00
18 C -4.327 -1.690 -0.829  0.00
19 C -2.995 -1.483 -1.198  0.01
20 C -2.553 -1.418 -2.619  0.00
21 N -2.052 -1.313 -0.264  -0.04
22 H 3.054 -0.025 -3.107  0.00
23 H 1.444 -0.684 -2.717  0.00
24 H 2.795 -1.754 -3.216  0.00
25 H 5.039 -1.379 -1.641  0.00
26 H 5.662 -1.536 0.759  0.00
27 H 3.899 -1.386 2.480  0.00
28 H 2.161 -1.482 3.842  0.00
29 H 0.061 -1.907 5.058  0.00
30 H -2.082 -1.954 3.833  0.00
31 H -3.919 -1.623 2.528  0.00
32 H -5.697 -1.819 0.815  0.00
33 H -5.077 -1.833 -1.595  0.00
34 H -3.016 -0.571 -3.125  0.00
35 H -2.858 -2.314 -3.161  0.00
36 H -1.452 -1.327 -2.695  0.02
37 F 1.287 6.378 -0.760  -0.02
38 C 0.822 5.161 -0.728  -0.08
39 C 0.389 4.559 -1.923  0.01
40 C -0.094 3.279 -1.880  -0.04
41 C -0.208 2.574 -0.653  -0.06
42 C -0.965 1.343 -0.590  -0.05
43 C 0.238 3.214 0.534  -0.03
44 C 0.738 4.487 0.506  0.00
45 H 0.410 5.124 -2.844  0.00
46 H -0.466 2.821 -2.783  0.00
47 H -1.631 1.262 -1.459  0.00
48 H -1.515 1.298 0.355  0.00
49 H 0.124 2.703 1.476  0.00
50 H 1.037 4.998 1.409  0.00

=====

No. 5
Formula: C24H21FN4OS2
Source: OMol25
Level of theory: wB97M-V/def2-TZVPD

- HOMO level (eV) = -8.172
- LUMO level (eV) = 0.216
- SMILES = O=C(CSc1ncnc2scc(-c3ccccc3)c12)N1CCN(c2ccccc2F)CC1

Last column: natural (NBO) charge in e.
Atoms and positions in Å:
1 O 2.334 1.555 -1.793  -0.62
2 C 1.754 0.492 -1.680  0.67
3 N 1.498 -0.063 -0.476  -0.45
4 C 0.944 -1.364 -0.193  -0.21
5 H 0.032 -1.235 0.402  0.21
6 H 0.680 -1.893 -1.106  0.22
7 C 1.950 -2.203 0.610  -0.21
8 N 2.296 -1.492 1.818  -0.44
9 C 2.716 -2.199 2.938  0.09
10 C 3.119 -3.536 2.892  -0.24
11 C 3.475 -4.226 4.036  -0.21
12 C 3.452 -3.605 5.272  -0.22
13 C 3.053 -2.282 5.354  -0.29
14 C 2.685 -1.610 4.209  0.42
15 F 2.259 -0.327 4.346  -0.34
16 H 3.005 -1.765 6.299  0.23
17 H 3.736 -4.141 6.163  0.22
18 H 3.785 -5.257 3.955  0.21
19 H 3.172 -4.042 1.941  0.21
20 C 2.890 -0.203 1.519  -0.22
21 H 3.802 -0.336 0.914  0.18
22 C 1.890 0.638 0.730  -0.23
23 H 0.999 0.814 1.342  0.20
24 H 2.332 1.592 0.440  0.25
25 H 3.157 0.318 2.435  0.23
26 H 2.836 -2.401 -0.016  0.17
27 H 1.475 -3.150 0.869  0.21
28 C 1.220 -0.225 -2.910  -0.62
29 H 1.463 0.370 -3.789  0.28
30 H 1.595 -1.241 -3.017  0.24
31 S -0.596 -0.341 -2.780  0.26
32 C -0.949 1.388 -2.753  0.13
33 N -0.226 2.139 -3.559  -0.48
34 C -0.416 3.447 -3.544  0.27
35 N -1.262 4.103 -2.780  -0.45
36 C -1.987 3.355 -1.967  0.07
37 C -1.915 1.942 -1.903  -0.18
38 C -2.773 1.404 -0.893  -0.07
39 C -3.440 2.390 -0.241  -0.35
40 S -3.102 3.993 -0.805  0.43
41 H -4.145 2.264 0.558  0.24
42 C -2.911 -0.023 -0.575  -0.06
43 C -2.646 -0.478 0.713  -0.16
44 C -2.764 -1.823 1.014  -0.23
45 C -3.158 -2.721 0.037  -0.22
46 C -3.438 -2.271 -1.243  -0.19
47 C -3.314 -0.929 -1.550  -0.20
48 H -3.537 -0.576 -2.546  0.22
49 H -3.754 -2.967 -2.005  0.22
50 H -3.252 -3.770 0.274  0.22
51 H -2.547 -2.170 2.014  0.22
52 H -2.336 0.227 1.472  0.21
53 H 0.191 4.031 -4.221  0.19

=====

Looking at largest force on an atom for the records above, in order, we have 1.42; 2.06; 1.12; 2.95; 0.76 eV/A.